C39H62As2N4O12SSbSn | ωB97M-V with the def2-TZVPD basis set

Computed properties:
Charge ... -1
Strongest force on any atom ... 0.67 eV/A
Relative energy (zero: lowest compared OMol25 entry of this formula, charge and spin) ... 126.3 kJ/mol
DFT total energy ... -7969.431531 Eh
Orbital gap ... 0.2063 Ha

Structure (XYZ):
```
122
Properties=species:S:1:pos:R:3:lowdin_charge:R:1
Sn -0.2296 0.5686 0.5137 1.249
C 5.1306 -0.4719 1.4086 -0.031
N 3.9307 0.0110 2.0988 -0.127
C 4.0899 1.0881 3.0641 -0.040
C 2.6923 -0.4147 1.7672 -0.435
O 1.6692 0.0209 2.2998 -0.063
C 2.6295 -1.4740 0.6678 -0.133
O 1.3070 -1.7314 0.2934 -0.255
C 0.7030 -2.9483 0.6331 -0.118
C -0.5211 -2.7232 1.5086 -0.382
O -0.9802 -1.6005 1.7309 -0.110
N -1.1057 -3.8359 2.0189 -0.136
C -2.2844 -3.7210 2.8629 -0.044
C -0.7816 -5.1888 1.5917 -0.034
H 5.9884 0.0663 1.8061 0.087
H 5.0826 -0.2933 0.3323 0.060
H 5.2930 -1.5394 1.5856 0.092
H 4.7763 0.7863 3.8579 0.087
H 3.1209 1.3213 3.4916 0.081
H 4.4882 1.9813 2.5742 0.086
H 3.1443 -2.3830 0.9994 0.137
H 3.1472 -1.0885 -0.2159 0.087
H 1.4109 -3.6100 1.1413 0.132
H 0.3849 -3.4100 -0.3102 0.108
H -2.4862 -2.6732 3.0566 0.077
H -2.1104 -4.2401 3.8079 0.089
H -3.1529 -4.1703 2.3730 0.088
H 0.2013 -5.2466 1.1355 0.079
H -1.5128 -5.5484 0.8612 0.101
H -0.8014 -5.8535 2.4569 0.088
O -1.3917 2.0040 -1.4041 -0.297
H -1.0094 2.6592 -2.0032 0.037
H -1.4054 1.1243 -1.9237 -0.126
S -1.2685 -0.8113 -2.5338 0.570
C 2.5803 5.3827 -1.2938 -0.076
C 3.2470 4.5638 -0.1790 -0.204
C 2.5587 3.2898 0.0537 -0.186
N 2.0110 2.2980 0.2426 0.182
H 3.0842 6.3440 -1.3924 0.078
H 1.5293 5.5632 -1.0659 0.067
H 2.6417 4.8547 -2.2440 0.068
H 3.2466 5.1188 0.7593 0.108
H 4.2827 4.3383 -0.4365 0.116
C -1.3508 2.2499 -5.2099 -0.060
O -0.4352 1.4797 -4.4399 -0.147
C -0.4592 0.1310 -4.7026 -0.673
O -0.9762 -0.2801 -5.7074 0.054
C 0.2517 -0.6999 -3.6510 -0.817
C 0.7894 -2.0116 -4.1540 -0.465
As 1.9602 -2.0747 -5.6635 1.312
C 1.8676 -0.2905 -6.5004 -0.304
C 3.5748 -1.4406 -4.5824 -0.312
C 3.4225 -0.5606 -3.6018 -0.308
As 1.7774 -0.0060 -2.5682 1.343
C 2.0661 1.9054 -3.0399 -0.298
C 4.5933 0.0978 -2.9380 -0.555
O 4.8148 -0.0038 -1.7515 0.046
O 5.4313 0.8653 -3.6502 -0.012
C 5.1281 1.3000 -4.9905 -0.032
C 4.8821 -1.8420 -5.1406 -0.556
O 5.2240 -1.5984 -6.2667 0.086
O 5.7131 -2.5703 -4.3605 -0.020
C 5.1815 -3.1642 -3.1585 -0.031
C 0.9447 -3.1113 -3.2969 -0.582
O 0.5869 -3.3013 -2.1262 -0.068
O 1.7087 -4.1433 -3.8879 -0.201
C 1.8849 -5.2964 -3.0889 -0.115
H -1.0288 3.2878 -5.1335 0.087
H -2.3628 2.1432 -4.8054 0.095
H -1.3557 1.9338 -6.2497 0.085
H 1.0113 -0.2486 -7.1684 0.016
H 2.7877 -0.1678 -7.0740 0.018
H 1.7861 0.5137 -5.7688 0.006
H 2.0151 2.0800 -4.1122 0.017
H 3.0520 2.2013 -2.6621 0.015
H 1.3053 2.5080 -2.5470 -0.004
H 5.9100 0.9399 -5.6540 0.092
H 5.1187 2.3885 -4.9854 0.091
H 4.1706 0.9285 -5.3407 0.067
H 5.9497 -3.8496 -2.8068 0.091
H 4.2637 -3.7147 -3.3677 0.083
H 4.9822 -2.4250 -2.3858 0.076
H 2.5247 -5.9701 -3.6620 0.084
H 0.9351 -5.7909 -2.8754 0.083
H 2.3608 -5.0616 -2.1341 0.076
C -0.9587 2.0428 2.2651 -0.265
C -0.9945 3.4123 1.7843 -0.332
C 0.0907 4.2941 1.9849 -0.068
C 0.0952 5.5718 1.4689 -0.070
C -0.9856 6.0408 0.7156 -0.266
C -2.0855 5.1946 0.5255 -0.036
C -2.0921 3.9237 1.0568 -0.050
C -0.9531 7.3608 0.1473 -0.216
N -0.9160 8.4153 -0.3163 0.120
H -1.9348 1.6290 2.5175 0.024
H -0.2284 1.8665 3.0561 0.040
H 0.9374 3.9405 2.5653 0.107
H 0.9327 6.2368 1.6450 0.110
H -2.9315 5.5528 -0.0498 0.115
H -2.9448 3.2751 0.8892 0.092
C -4.8228 2.2372 -1.2331 -0.201
C -4.7072 0.7106 -1.3144 -0.424
Sb -3.3572 -0.0997 0.1555 1.394
C -3.5649 -2.1766 -0.4000 -0.428
C -4.8784 -2.5904 -1.0669 -0.179
C -4.6944 -0.0479 1.8748 -0.429
C -6.1384 -0.5148 1.6944 -0.194
H -5.4649 2.6279 -2.0277 0.062
H -3.8399 2.7029 -1.3298 0.035
H -5.2553 2.5553 -0.2768 0.059
H -4.2878 0.3979 -2.2767 0.043
H -5.6817 0.2319 -1.1927 0.035
H -3.3776 -2.7550 0.5102 0.021
H -2.7252 -2.3491 -1.0829 -0.019
H -5.7445 -2.4322 -0.4213 0.041
H -4.8521 -3.6515 -1.3324 0.065
H -5.0423 -2.0321 -1.9907 0.061
H -4.6710 0.9934 2.2131 0.034
H -4.1882 -0.6346 2.6474 0.033
H -6.6281 -0.0077 0.8593 0.053
H -6.7275 -0.3078 2.5934 0.060
H -6.1918 -1.5892 1.5101 0.049
```